(1)
The following is a DFT calculation (ωB97M-V/def2-TZVPD) of a 2-piece molecular cluster, C3H8NO3 overall at a distorted geometry.

Output
- frontier orbital gap (eV) = 8.5
- ΔE to the lowest compared entry with this formula, charge and spin (eV) = 1.103
- net charge = -1

```
15
Properties=species:S:1:pos:R:3:forces:R:3:mulliken_charge:R:1
H 0.815253 1.134601 -1.687947 0.7 -0.1 0.0 0.4067
H -1.645043 -2.440382 -0.519234 0.0 0.8 -0.3 0.2950
C 0.250348 -0.551634 1.426486 0.8 -0.4 1.9 -0.5003
C -0.678200 -1.911135 -0.425644 -0.1 -1.4 1.6 -0.6406
H -1.291905 -1.887624 1.533917 -0.1 0.3 -0.1 0.2842
H 1.327586 -0.741105 1.495105 0.0 0.0 -0.5 0.2467
H -0.182266 1.468251 -2.708462 0.8 -0.3 -0.4 0.3022
H 0.000346 -2.678040 -0.796914 0.5 0.5 -0.5 0.2306
H -0.002009 -0.397827 2.497427 -0.2 0.2 -0.5 0.3168
C 0.072538 0.764647 0.640222 0.3 -0.3 -0.4 0.5007
N -0.417622 -1.795733 1.039916 -0.4 0.4 -0.8 -0.4075
H -0.591277 -0.947667 -0.919050 -0.2 -0.2 -0.4 0.2062
O 0.732309 1.112135 -2.679575 -1.4 0.5 0.3 -0.7138
O -1.000197 1.378614 0.725386 -0.2 0.0 0.0 -0.7097
O 1.097355 1.065419 -0.045593 -0.4 0.1 0.1 -0.8171
```
Forces are in eV/Å.

---

(2)
The following is a DFT calculation (ωB97M-V/def2-TZVPD) of a 2-piece molecular cluster, C3H8NO3 overall at a distorted geometry.

Output
- frontier orbital gap (eV) = 7.1
- ΔE to the lowest compared entry with this formula, charge and spin (eV) = 3.499
- net charge = -1

```
15
Properties=species:S:1:pos:R:3:forces:R:3:mulliken_charge:R:1
H 2.426964 0.671395 -1.264822 1.1 -1.7 1.8 0.3562
H 3.161239 -0.425341 -0.275984 -1.4 -1.7 2.3 0.2771
H -0.060627 1.439624 1.514840 -0.8 1.0 -0.2 0.3541
O -2.201148 0.118306 1.549340 -0.7 0.2 -0.8 -0.7785
O -1.114437 -0.985931 -0.446793 -1.5 0.3 -0.5 -0.4406
H 0.608343 -1.019329 -1.393697 2.0 -1.5 -0.4 0.2044
C 0.077975 0.549821 0.934676 1.6 0.6 -1.2 -0.6739
O 3.257412 0.163180 -0.960844 0.2 3.4 -3.9 -0.6810
H -0.567974 -0.146032 -2.257092 -0.1 0.6 0.1 0.2766
H 1.085154 0.281732 1.366420 -1.0 -1.1 -0.3 0.1084
C -0.181222 -0.362049 -1.248114 -1.6 0.9 1.0 -0.3081
N 0.311786 0.791236 -0.515503 1.1 0.8 -0.1 -0.3224
H -0.716850 -1.322286 1.395887 -0.8 -0.1 0.9 0.1641
C -1.162989 -0.362434 1.015138 2.5 -1.8 1.4 0.2310
H -0.055953 1.665125 -0.820863 -0.7 0.3 -0.2 0.2326
```
Forces are in eV/Å.